No. 1
Computed, not measured: C4H9N in the gas phase, with ωB97M-V/def2-TZVPD.

Calculated values
Energy above the lowest of the compared OMol25 structures with the same formula, charge and spin (kJ/mol): 47.9
Structure (SMILES): CC(C)=CN
HOMO (eV): -7.68

```
14
Properties=species:S:1:pos:R:3:forces:R:3
C 0.9973 1.0389 -0.0053 -0.9 -0.3 0.1
C -0.1252 0.0883 0.3366 -0.7 -1.6 -2.0
C -0.3085 -0.9157 -0.5630 0.5 0.7 0.4
N 0.5548 -1.1711 -1.6576 -0.4 0.2 0.6
C -1.0506 0.1894 1.5109 0.9 0.3 1.3
H 0.8431 1.3338 -1.0539 0.2 0.4 0.2
H 0.9346 1.9239 0.6301 0.6 -0.1 -0.1
H 1.9418 0.4884 0.0107 0.2 0.5 0.4
H -1.1101 -1.6460 -0.5246 0.0 0.1 0.4
H 0.0433 -1.6131 -2.3999 0.1 0.0 -0.4
H 1.0525 -0.3497 -1.9714 0.0 -0.1 -0.2
H -0.9008 1.1075 2.0856 -0.1 0.3 -0.4
H -2.1146 0.0781 1.3449 -0.1 -0.1 -0.4
H -0.7576 -0.5526 2.2569 -0.2 -0.3 0.0
```
Positions in Å, forces in eV/Å.



No. 2
Computed, not measured: 2 unconnected molecules or ions with the total composition C5H9BrN, with ωB97M-V/def2-TZVPD.

Calculated values
Energy above the lowest of the compared OMol25 structures with the same formula, charge and spin (kJ/mol): 266.9
Net charge: +1
HOMO (eV): -14.48

```
16
Properties=species:S:1:pos:R:3:forces:R:3
C 0.4584 1.2985 -0.1668 0.9 -0.4 1.4
C -0.8184 -0.3792 0.6308 -1.7 -1.7 1.2
C 0.0516 -0.8663 -1.1984 1.1 0.3 -1.3
C -0.6254 0.4056 -0.6371 1.3 -2.0 1.3
C 1.3773 0.3134 0.5026 0.7 -1.6 4.8
N 0.5356 -0.9782 0.3314 -0.9 1.4 -1.9
Br 3.1714 -0.0246 -0.0865 -0.7 0.4 0.2
H 0.9284 1.7498 -0.9362 1.8 1.5 -2.7
H 0.2319 2.0865 0.5280 -0.8 0.2 0.3
H -0.7171 0.1767 1.5593 -0.7 -0.1 0.2
H -1.6260 -1.1845 0.6514 1.1 1.1 0.0
H -0.6611 -1.7249 -1.4518 1.2 1.3 0.5
H 0.8751 -0.6842 -2.0317 -1.5 -0.8 2.1
H -1.3259 0.9127 -1.1361 -3.1 1.4 -1.9
H 1.3235 0.5547 2.1626 0.4 -0.7 -4.5
H 0.7418 -1.8753 0.7322 0.8 -0.3 0.3
```
Positions in Å, forces in eV/Å.



No. 3
Computed, not measured: a gas-phase ion, C6H11N4 (charge +1), with ωB97M-V/def2-TZVPD.

Calculated values
Energy above the lowest of the compared OMol25 structures with the same formula, charge and spin (kJ/mol): 490.8
Structure (SMILES): [H]/N=[NH+]\n1nc(C)cc1CC
Net charge: +1
HOMO (eV): -14.06

```
21
Properties=species:S:1:pos:R:3:forces:R:3
C 0.1757 0.3754 1.2206 0.3 -0.3 -2.0
C 1.5668 0.1543 0.9250 -0.7 0.3 0.2
C -0.4565 0.2474 0.0408 -0.6 0.1 -0.9
C 2.7476 0.4369 1.7051 -1.9 -2.0 5.1
C -1.9075 0.4483 -0.2290 -0.4 -0.4 3.3
C -2.8018 -0.7693 0.0615 3.8 -2.3 0.6
N 1.7453 -0.1663 -0.3129 0.9 -0.5 -2.0
N 1.2623 -0.5769 -2.9671 -0.6 0.3 -4.0
N 0.5283 -0.1447 -0.9076 -1.5 0.9 2.4
N 0.3979 -0.2233 -2.2243 -1.7 0.6 0.7
H -0.3972 0.6431 2.0492 -0.1 0.4 1.6
H 2.7064 -0.1269 2.7764 -0.1 0.8 -2.4
H 3.5871 0.0747 1.2592 2.5 -0.3 -1.3
H 2.7148 1.4204 2.0890 0.5 1.4 -0.2
H -2.2894 1.2853 0.4378 0.8 -0.9 -0.6
H -2.1994 0.7504 -1.1507 -0.2 1.2 -3.3
H -0.6088 0.0867 -2.6407 2.6 -1.1 1.3
H -3.6468 -0.4001 0.4382 -4.0 1.3 0.7
H -2.4286 -1.3029 0.9928 0.0 0.2 -1.3
H -2.9350 -1.4958 -0.7683 0.1 0.6 0.6
H 2.2387 -0.7167 -2.7951 0.5 -0.3 1.7
```
Positions in Å, forces in eV/Å.



No. 4
Computed, not measured: a molecular structure, C16H29F5N3O4PS5, with ωB97M-V/def2-TZVPD.

Calculated values
HOMO (eV): -7.92

```
63
Properties=species:S:1:pos:R:3:forces:R:3
N 5.1462 1.1478 -1.1962 -0.1 0.5 0.7
P 4.4864 2.2979 -0.3334 0.4 -1.6 -0.4
C 2.6209 2.3405 -0.5177 0.4 0.4 0.1
C 2.0283 1.1595 -1.1241 -0.1 0.1 0.1
C 0.6776 1.0355 -1.2977 0.6 0.5 0.3
C -0.1294 2.1283 -0.8496 -0.8 0.6 0.1
N -1.4712 2.2002 -0.9112 0.3 0.1 -0.2
S -1.9284 3.6219 -0.2969 1.3 -0.6 -0.1
N -0.4734 4.2205 0.0942 -0.6 0.4 0.0
C 0.4446 3.3334 -0.2536 0.1 -1.0 -0.3
C 1.8778 3.4131 -0.0869 -0.2 -0.3 0.3
C 2.5190 4.6531 0.5559 -0.6 0.0 -0.5
F 3.4544 4.3086 1.4826 0.0 0.2 -0.5
F 1.5998 5.4035 1.2039 0.3 -0.3 0.0
C 3.1430 5.6046 -0.5699 -0.7 0.7 0.3
F 2.8350 5.1138 -1.7810 0.7 0.1 0.2
F 4.4585 5.7936 -0.4296 -0.3 -0.3 -0.3
F 2.5711 6.8237 -0.5133 0.2 -0.4 0.1
H 5.6028 0.5531 -0.5018 -0.1 -0.3 -0.5
H 4.6956 2.1183 1.0581 -0.2 0.5 -0.3
H 5.0166 3.5653 -0.6916 -0.7 -0.1 0.3
H 2.6784 0.3428 -1.4517 0.1 0.4 0.1
H 0.2667 0.1374 -1.7565 -0.1 0.4 0.2
C -1.5790 -0.7892 3.5447 -0.2 0.1 0.1
S -1.7753 -0.9912 1.7643 -0.1 0.0 0.0
O -1.2529 0.2395 1.1081 0.0 -0.2 0.3
C -3.5680 -0.8693 1.7751 -0.1 0.0 0.1
H -0.5206 -0.7913 3.7768 0.0 0.0 0.0
H -2.0180 0.1586 3.8583 0.0 0.0 -0.1
H -2.0641 -1.6193 4.0595 0.0 0.0 -0.1
H -3.8712 0.0860 2.2066 0.1 0.0 0.0
H -3.9881 -1.6942 2.3525 0.0 0.0 -0.1
H -3.9180 -0.9327 0.7495 0.2 0.0 0.0
C -6.4566 -1.1262 -0.1308 0.0 0.0 -0.2
S -7.4667 -2.2818 0.8060 -0.1 0.0 0.0
O -6.5422 -3.0986 1.6366 0.1 0.0 -0.1
C -7.9568 -3.2885 -0.6021 0.0 -0.1 -0.1
H -6.0140 -0.4199 0.5674 -0.1 0.0 0.0
H -5.6665 -1.6655 -0.6549 0.0 -0.1 0.0
H -7.0801 -0.5865 -0.8439 0.0 0.0 0.0
H -7.0713 -3.6884 -1.0970 0.0 0.0 0.1
H -8.5373 -2.6819 -1.2977 0.0 0.0 0.0
H -8.5716 -4.1088 -0.2365 0.0 0.0 0.1
C 3.7109 -1.4300 4.0795 0.0 0.1 0.1
S 3.4251 -1.5329 2.3054 0.1 -0.3 0.0
O 3.9173 -0.2705 1.7049 0.1 0.3 0.0
C 1.6401 -1.4085 2.3889 -0.1 0.0 0.0
H 4.7853 -1.4468 4.2531 0.0 0.0 -0.1
H 3.2932 -0.5003 4.4681 0.0 0.0 -0.1
H 3.2502 -2.2869 4.5721 0.0 0.0 0.0
H 1.3616 -0.4775 2.8820 0.1 0.1 -0.1
H 1.2423 -2.2648 2.9360 0.0 0.0 0.0
H 1.2481 -1.4120 1.3726 0.1 0.1 0.0
C 1.4205 -2.1251 -5.5661 0.0 -0.1 -0.1
S 1.5908 -1.9804 -3.7805 -0.1 0.0 0.0
O 2.9884 -1.5752 -3.4979 -0.1 -0.1 0.0
C 1.4610 -3.7435 -3.4393 0.0 -0.2 0.0
H 1.5116 -1.1303 -5.9983 0.0 0.0 0.1
H 2.2077 -2.7681 -5.9609 0.0 0.0 0.1
H 0.4396 -2.5369 -5.8060 0.0 0.0 0.0
H 2.2459 -4.2816 -3.9715 0.0 0.1 0.0
H 0.4791 -4.1029 -3.7493 0.0 0.0 0.0
H 1.5795 -3.8925 -2.3674 0.0 0.1 0.0
```
Positions in Å, forces in eV/Å.



No. 5
Computed, not measured: CH3F2NOP2 in the gas phase, with ωB97M-V/def2-TZVPD.

Calculated values
Energy above the lowest of the compared OMol25 structures with the same formula, charge and spin (kJ/mol): 0.0
Structure (SMILES): COP(F)/N=P/F
HOMO (eV): -9.92

```
10
Properties=species:S:1:pos:R:3:forces:R:3
C 1.5683 -0.2995 -0.2522 1.2 0.8 1.8
N -1.5564 0.2983 0.3347 1.2 0.3 0.9
O 0.4567 -0.9829 -0.6537 -2.3 -1.7 -1.1
F -1.8816 -1.7255 -0.8544 1.1 -0.4 0.7
F -2.0869 2.7433 0.3241 1.3 -1.4 1.4
P -0.8498 -1.2686 0.3183 -0.8 0.5 -1.6
P -1.1612 1.5565 1.1139 -1.8 1.4 -1.8
H 1.6229 0.6527 -0.8112 0.3 -0.4 0.2
H 2.5254 -0.9136 -0.3469 -1.3 0.8 0.1
H 1.3626 -0.0607 0.8275 1.1 0.2 -0.5
```
Positions in Å, forces in eV/Å.



No. 6
Computed, not measured: a molecular structure, C25H31N5O5OsS, with ωB97M-V/def2-TZVPD.

Calculated values
Energy above the lowest of the compared OMol25 structures with the same formula, charge and spin (kJ/mol): 73.1
Net charge: +2
HOMO (eV): -14.68

```
68
Properties=species:S:1:pos:R:3:forces:R:3
Os 0.6520 1.3080 -1.9259 0.0 0.1 0.1
O 2.3924 0.8525 -2.3270 0.0 0.0 0.0
C 3.3468 0.2391 -1.5480 0.0 0.0 0.0
C 4.5732 0.0457 -2.1687 0.0 0.0 0.0
C 5.6094 -0.5367 -1.4660 0.0 0.0 0.0
C 5.4254 -0.9300 -0.1425 0.0 0.0 0.0
C 4.2029 -0.7433 0.4656 0.0 0.0 0.0
C 3.1346 -0.1549 -0.2236 0.0 0.0 0.0
C 1.8465 0.0135 0.4209 0.0 0.0 0.0
N 0.7005 0.3708 -0.1688 0.0 0.1 0.0
C -0.2957 0.3865 0.7918 0.0 0.0 0.0
C 0.2572 0.0323 1.9726 0.0 0.0 0.0
N 1.5878 -0.1921 1.7221 0.0 0.0 0.0
H 4.6949 0.3712 -3.1927 0.0 0.0 0.0
H 6.5668 -0.6811 -1.9474 0.0 0.0 0.0
H 6.2373 -1.3828 0.4087 0.0 0.0 0.0
H 4.0769 -1.0731 1.4890 0.0 0.0 0.0
H -1.3019 0.6916 0.5679 0.0 0.0 0.0
H -0.1691 -0.0607 2.9557 0.0 0.0 0.0
H 2.2736 -0.4514 2.4130 0.0 0.0 0.0
C 0.7613 -3.4681 1.0327 0.0 0.0 0.0
C 1.6408 -3.8504 -0.1518 0.0 0.0 0.0
C 0.9056 -3.9534 -1.4856 0.0 0.0 0.0
C 0.3938 -2.6324 -2.0423 0.0 0.0 0.0
N -0.8832 -2.2376 -1.4038 0.0 0.0 0.0
C -1.5665 -1.1480 -1.6598 0.0 -0.1 -0.1
S -0.9279 0.0591 -2.8206 -0.1 0.0 0.0
N -2.7881 -0.9439 -1.2111 0.0 0.0 0.0
C -3.5905 -1.9424 -0.4833 0.0 0.0 0.0
C -3.2369 -2.0484 0.9966 0.0 0.0 0.0
C -3.9610 -3.2196 1.6633 0.0 0.0 0.0
C -3.4533 -4.5854 1.2147 0.0 0.0 0.0
H 1.3325 -3.4649 1.9618 0.0 0.0 0.0
H -0.0473 -4.1907 1.1655 0.0 0.0 0.0
H 0.3115 -2.4771 0.9196 0.0 0.0 0.0
H 2.1101 -4.8138 0.0520 0.0 0.0 0.0
H 2.4610 -3.1330 -0.2603 0.0 0.0 0.0
H 0.0777 -4.6688 -1.4210 0.0 0.0 0.0
H 1.5859 -4.3621 -2.2340 0.0 0.0 0.0
H 0.2192 -2.7128 -3.1157 0.0 0.0 0.0
H 1.1311 -1.8446 -1.8735 0.0 0.0 0.0
H -1.3174 -2.9351 -0.8098 0.0 0.0 0.0
H -3.2381 -0.0882 -1.5012 0.0 0.0 0.0
H -3.4781 -2.8992 -0.9990 0.0 0.0 0.0
H -4.6304 -1.6439 -0.6016 0.0 0.0 0.0
H -3.5077 -1.1101 1.4866 0.0 0.0 0.0
H -2.1539 -2.1657 1.1240 0.0 0.0 0.0
H -5.0346 -3.1376 1.4743 0.0 0.0 0.0
H -3.8390 -3.1262 2.7429 0.0 0.0 0.0
H -3.6165 -4.7704 0.1506 0.0 0.0 0.0
H -3.9662 -5.3835 1.7487 0.0 0.0 0.0
H -2.3860 -4.6935 1.4237 0.0 0.0 0.0
O 0.9549 3.0549 0.6760 0.0 0.0 0.0
C 0.3650 3.6382 -0.1847 0.0 0.0 0.0
O 0.2667 3.0688 -1.4653 0.0 0.0 -0.1
C -0.2925 4.9481 -0.0830 0.0 0.0 0.0
C -0.8779 5.5882 -1.1764 0.0 0.0 0.0
C -1.4704 6.8289 -1.0119 0.0 0.0 0.0
C -1.4890 7.4325 0.2380 0.0 0.0 0.0
C -0.9059 6.7731 1.3057 0.0 0.0 0.0
C -0.2998 5.5450 1.1755 0.0 0.0 0.0
N -0.9319 7.4057 2.6459 0.1 0.0 0.0
O -0.4406 6.7763 3.5582 0.0 0.0 0.0
O -1.4336 8.5019 2.7262 0.0 0.0 0.0
H -0.8589 5.1253 -2.1526 0.0 0.0 0.0
H -1.9169 7.3328 -1.8573 0.0 0.0 0.0
H -1.9439 8.3999 0.3964 0.0 0.0 0.0
H 0.1553 5.0673 2.0304 0.0 0.0 0.0
```
Positions in Å, forces in eV/Å.



Number 1: largest force on an atom 2.6 eV/Å, gap between HOMO and LUMO 8.74 eV, LUMO level 0.039 Eh. Number 2: largest force on an atom 5.1 eV/Å, gap between HOMO and LUMO 10.49 eV, LUMO level -0.147 Eh. Number 3: largest force on an atom 5.8 eV/Å, gap between HOMO and LUMO 8.54 eV, LUMO level -0.203 Eh. Number 4: largest force on an atom 1.7 eV/Å, gap between HOMO and LUMO 7.45 eV, LUMO level -0.017 Eh. Number 5: largest force on an atom 3.1 eV/Å, gap between HOMO and LUMO 8.93 eV, LUMO level -0.036 Eh. Number 6: largest force on an atom 0.1 eV/Å, gap between HOMO and LUMO 7.14 eV, LUMO level -0.277 Eh.